This record from the OMol25 dataset describes a cluster of 14 separate species, C38H109N5O14 in total. The level of theory is ωB97M-V/def2-TZVPD.

## Properties
HOMO in eV: -8.5
Maximum force in eV/Å: 2.75
HOMO-LUMO gap in eV: 8.90
Relative energy (zero: lowest compared OMol25 entry of this formula, charge and spin) in eV: 2.3404

Geometry as XYZ:
```
166
Properties=species:S:1:pos:R:3:forces:R:3
C 7.0585 1.7606 -3.0921 -0.473 0.685 -0.468
C 6.6604 0.5436 -2.2967 0.116 0.904 2.595
C 5.2853 0.7458 -1.6034 0.540 -0.491 0.523
O 5.0677 -0.2566 -0.5903 -0.404 0.098 -0.211
C 3.6943 -0.4716 -0.2274 0.049 0.346 -0.591
N 6.7160 -0.6823 -3.0332 -0.283 0.139 -1.496
H 6.2226 1.9824 -3.7555 0.186 0.219 -0.568
H 7.9878 1.6082 -3.6410 -0.149 -0.293 -0.279
H 7.2543 2.6765 -2.5345 -0.260 -0.136 0.481
H 7.4125 0.4808 -1.5102 -0.101 -0.266 0.433
H 4.4917 0.7812 -2.3497 -0.275 -0.441 -0.264
H 5.2647 1.7357 -1.1476 0.109 0.207 0.234
H 3.1726 0.4485 0.0361 0.088 0.275 -0.062
H 3.5390 -1.1537 0.6085 0.908 -0.001 0.137
H 3.1450 -0.9369 -1.0459 -0.063 0.077 -0.404
H 6.0063 -0.5230 -3.7339 -1.253 -0.658 -0.189
H 7.4479 -0.4925 -3.7028 1.233 -0.655 0.109
C -1.4625 -3.4287 -2.2666 -0.406 -0.311 0.107
C -2.6691 -4.3182 -1.7848 1.395 0.047 -0.191
C -3.2174 -3.9178 -0.4416 -0.089 0.126 1.634
O -2.2175 -3.9716 0.5887 0.705 -0.007 -2.420
C -2.5283 -3.6484 1.9024 -0.619 -0.006 0.082
N -3.7643 -4.2265 -2.7656 0.293 -0.607 -0.271
H -0.9808 -3.8409 -3.1532 -0.257 -0.265 -0.174
H -0.6506 -3.3237 -1.5470 -0.294 -0.278 0.360
H -1.7616 -2.4139 -2.5290 -0.344 0.028 0.024
H -2.3133 -5.3445 -1.6939 0.210 -0.153 -0.030
H -4.0121 -4.5756 -0.0898 -0.379 -0.378 -0.441
H -3.6925 -2.9445 -0.5649 0.222 0.535 0.331
H -2.9095 -4.5307 2.4164 0.024 -0.187 0.304
H -3.3104 -2.8912 1.9573 0.111 0.372 0.123
H -1.5995 -3.2974 2.3520 -0.262 0.080 0.216
H -3.4262 -4.5915 -3.6446 0.560 0.447 -0.503
H -4.4524 -4.9475 -2.6019 -0.512 0.054 0.799
C 4.6840 -5.8412 4.3785 0.155 1.669 -1.997
C 4.6314 -4.3825 4.9818 0.108 -1.669 -0.801
C 3.3120 -3.6231 4.6996 -0.029 -0.487 -0.375
O 3.0789 -3.3330 3.2770 0.629 0.238 1.732
C 2.0982 -2.3154 3.1794 -0.506 -0.086 0.346
N 4.9006 -4.5070 6.3945 -1.142 1.411 0.961
H 5.6156 -6.3660 4.5903 -0.181 0.015 0.576
H 4.7370 -5.7066 3.2982 -0.022 -0.047 -0.386
H 3.7966 -6.4671 4.4731 -0.002 0.146 0.802
H 5.3854 -3.7144 4.5655 0.347 -0.432 -0.354
H 3.3327 -2.7249 5.3168 0.151 0.444 -0.294
H 2.4499 -4.1789 5.0681 -0.202 -0.382 0.011
H 2.2797 -1.4489 3.8153 0.702 0.289 -0.139
H 1.1415 -2.6494 3.5811 -0.402 -0.462 -0.237
H 1.9515 -1.9904 2.1494 0.227 -0.200 0.046
H 5.7251 -5.0219 6.6684 -0.180 -0.116 -0.423
H 4.0684 -4.8907 6.8192 0.249 -0.285 0.472
C 3.3732 3.9107 0.7773 0.426 0.154 0.137
C 2.7650 5.2514 0.3960 0.102 -0.345 0.709
C 1.8966 5.9292 1.5329 0.071 -0.514 -2.189
O 0.7733 5.1032 1.7516 0.144 -0.580 1.619
C 0.1310 5.3487 3.0054 0.054 0.544 -0.115
N 3.8752 6.1038 0.0245 -0.164 0.943 -0.008
H 4.1402 3.6151 0.0614 -0.356 0.093 -0.586
H 2.6309 3.1145 0.8331 0.153 0.015 0.535
H 4.0177 4.0612 1.6434 -0.498 -0.384 0.720
H 2.1848 5.0358 -0.5013 -0.456 0.509 0.130
H 1.4954 6.8666 1.1478 0.183 0.434 -0.195
H 2.4871 6.2019 2.4076 0.062 -0.604 0.349
H -0.1590 6.3982 3.0554 -0.130 0.219 0.010
H 0.8087 5.1750 3.8412 0.083 -0.268 -0.021
H -0.7751 4.7530 3.1155 0.242 -0.223 -0.267
H 3.4904 6.9981 -0.2441 -0.069 0.318 -0.586
H 4.3472 6.3708 0.8766 0.584 -0.267 0.324
C -2.9060 1.9556 1.6621 0.852 -0.051 -1.820
C -4.2012 1.2150 1.8082 -0.280 -0.259 0.822
C -4.5216 0.1287 0.7737 -0.540 -0.059 -0.415
O -5.8851 -0.3776 0.8846 0.754 0.860 0.809
C -6.2369 -1.2631 -0.1610 0.024 0.609 0.431
N -4.1221 0.7272 3.1559 -1.510 -0.961 1.076
H -2.8650 2.4826 0.7088 0.056 0.543 0.043
H -2.0745 1.2551 1.5852 0.024 -0.196 0.153
H -2.6526 2.5907 2.5109 -0.500 0.167 -0.089
H -5.0617 1.8829 1.7680 -0.041 0.365 -0.128
H -3.8711 -0.7421 0.8544 0.444 0.082 -0.047
H -4.4144 0.6155 -0.1957 0.091 -0.252 -0.496
H -5.7107 -2.2127 -0.0640 0.302 -0.059 -0.298
H -6.0414 -0.7496 -1.1024 0.052 -0.478 -0.306
H -7.2984 -1.4884 -0.0587 -0.044 0.183 -0.002
H -4.7755 -0.0429 3.1679 -0.460 -0.182 0.694
H -3.2468 0.2830 3.3940 0.383 0.109 -0.498
C -0.9744 -0.9892 0.1467 -0.194 0.248 -0.316
C -0.4069 0.0868 -0.8045 0.057 -2.068 -0.137
O 0.5322 0.9010 -0.1366 -0.397 0.044 -0.030
H -1.6462 -1.6711 -0.3745 -0.279 0.480 -0.026
H -1.4799 -0.5309 0.9967 -0.160 -0.128 -0.200
H -0.2626 -1.6973 0.5710 0.642 0.328 -0.079
H -1.1847 0.6351 -1.3359 -0.274 0.402 0.535
H 0.1276 -0.3998 -1.6204 0.109 -0.391 -0.213
H 0.5042 1.7107 -0.6517 0.582 0.921 -0.176
C 0.2526 -0.1464 -5.1113 -0.679 0.291 1.012
C 1.1280 -1.2495 -4.5220 -0.442 1.371 -0.115
O 1.8445 -1.7024 -5.6270 0.832 -1.404 -0.490
H -0.1653 -0.3968 -6.0864 0.591 -0.271 -0.171
H 0.8092 0.7897 -5.1556 -0.091 0.001 -0.243
H -0.6578 0.0194 -4.5354 0.110 0.173 0.481
H 0.5489 -1.9801 -3.9573 -0.162 -0.511 -0.384
H 1.9055 -0.9085 -3.8384 -0.439 0.701 0.589
H 2.6393 -2.0706 -5.2341 0.285 -0.344 -0.589
C 0.4402 1.8805 4.4728 0.031 -0.527 -1.443
C 0.8971 1.6638 2.9789 1.199 0.628 1.014
O 0.4422 0.4935 2.4038 -1.284 -1.556 1.525
H -0.6389 1.8837 4.6264 -0.111 0.240 -0.266
H 0.8786 2.8012 4.8579 -0.036 -0.037 -0.022
H 0.8122 1.0391 5.0574 0.167 0.022 0.049
H 1.9790 1.5472 3.0418 0.469 0.356 0.176
H 0.7590 2.4917 2.2834 -0.528 0.438 0.316
H 0.5269 0.5018 1.4476 0.137 0.557 -0.683
C 1.2469 -5.1095 0.5747 -0.051 -0.155 -0.630
C 1.9002 -4.7118 -0.7600 -0.401 0.832 0.701
O 3.1547 -5.3591 -0.8403 0.010 -0.668 0.228
H 0.2659 -4.6868 0.7915 0.012 0.608 -0.509
H 1.9022 -4.8247 1.3979 0.103 -0.487 0.035
H 1.0054 -6.1696 0.4978 0.553 -0.256 0.481
H 2.0624 -3.6340 -0.7736 -0.008 0.341 0.028
H 1.2247 -4.9149 -1.5909 0.073 -0.418 -0.231
H 3.6413 -5.1625 -1.6441 -0.280 0.250 -0.087
C -3.5858 1.5142 -3.7724 1.192 0.745 -0.422
C -2.4947 2.6232 -4.0704 -1.147 -1.089 0.893
O -3.0693 3.5566 -4.9244 -0.882 0.742 -1.053
H -4.0506 1.1108 -4.6720 0.344 0.219 -0.255
H -4.4075 1.9266 -3.1868 0.177 0.092 0.193
H -3.1314 0.6680 -3.2570 -0.113 0.075 0.181
H -1.5706 2.2316 -4.4955 0.027 -0.354 0.060
H -2.2719 3.1175 -3.1248 0.318 -0.157 0.284
H -2.5007 4.3131 -5.0856 0.180 -0.105 0.142
C -2.9193 5.5205 -1.2038 -0.027 0.908 -0.544
C -2.0622 5.7193 0.0185 0.559 -1.346 -0.754
O -0.8284 4.9996 -0.2458 -1.457 0.095 -0.642
H -3.2572 4.5014 -1.3921 0.292 -0.133 0.323
H -2.3274 5.8578 -2.0547 -0.214 -0.027 -0.295
H -3.8183 6.1331 -1.1359 -0.029 0.096 -0.071
H -2.6462 5.2721 0.8229 0.476 0.178 0.683
H -1.7782 6.7576 0.1899 -0.497 0.129 0.128
H -0.2369 5.1122 0.5019 0.404 -0.165 0.519
C -2.6545 -2.0462 5.3443 -0.535 -0.953 0.114
C -1.5745 -1.1518 4.8366 0.147 1.539 0.807
O -1.7508 -0.8604 3.4880 -0.327 -1.009 -1.057
H -2.6385 -2.1867 6.4250 0.270 0.143 0.035
H -2.5974 -3.0409 4.9021 0.181 -0.117 -0.078
H -3.6593 -1.6968 5.1065 0.098 0.390 -0.131
H -0.5545 -1.4721 5.0489 0.056 -0.605 0.012
H -1.6445 -0.1697 5.3042 -0.093 0.044 0.888
H -0.9884 -0.3598 3.1887 0.644 0.353 -0.483
C 2.4145 2.9415 -2.9080 -0.420 0.965 0.270
C 1.1029 3.7580 -2.7347 0.462 -0.840 -1.196
O 0.2938 2.9942 -1.8996 -0.367 -1.035 1.240
H 2.2916 1.9194 -3.2662 -0.465 0.093 -0.063
H 2.8421 2.8820 -1.9071 0.245 -0.069 -0.007
H 3.1246 3.4456 -3.5635 -0.008 0.081 0.020
H 0.5107 3.8582 -3.6442 0.478 0.217 -0.628
H 1.2879 4.7676 -2.3677 0.149 -0.030 0.254
H -0.4134 3.5029 -1.4961 -0.178 0.719 0.248
C -6.4757 -2.2287 -3.7909 -0.805 -0.548 -0.099
C -5.2106 -1.4992 -4.1765 0.144 -1.087 0.552
O -4.3230 -1.5336 -3.0523 -0.201 2.294 -0.400
H -6.2453 -3.2289 -3.4239 0.122 -0.076 -0.117
H -7.1853 -2.3425 -4.6104 0.100 0.009 -0.292
H -7.0577 -1.7701 -2.9914 0.325 0.413 0.072
H -5.4560 -0.5086 -4.5592 0.366 0.334 0.736
H -4.7183 -1.9803 -5.0217 -0.045 -0.310 -0.198
H -4.0233 -2.4285 -2.8764 -0.356 -0.847 -0.365
```
Positions in Å, forces in eV/Å.